Computed, not measured: a cluster of 2 separate species, C5H12NO2 in total at a distorted geometry, with ωB97M-V/def2-TZVPD.

Its net charge is +1. The energy above the lowest of the compared OMol25 structures with the same formula, charge and spin is 90.2 kcal per mole. The HOMO-LUMO gap comes out at 10.05 eV. Its spin multiplicity is 1.

XYZ file:
```
20
C5H12NO2 (ωB97M-V/def2-TZVPD)
O -0.7491 -1.2289 1.9219
C -0.8585 -0.1188 1.4744
C 0.3010 0.7379 1.1234
C 0.1770 1.3032 -0.2153
C -1.2585 1.3475 -0.7317
C -1.8706 0.3786 -1.4112
N 1.4823 -0.2921 0.9833
H -1.9321 0.0421 1.2682
H 0.5858 1.2063 2.1244
H 0.7314 0.4703 -0.8025
H 0.8533 2.1769 -0.2978
H -1.5467 2.3824 -0.6009
H -1.6478 -0.7923 -1.3403
H -2.6952 0.6335 -2.0498
H 1.2244 -0.9873 0.2503
H 1.5160 -1.0422 1.8231
H 2.2514 0.1993 0.6614
H 2.5572 -1.2829 -2.4518
H 1.2446 -1.0218 -3.1388
O 1.6914 -1.4997 -2.3927
```

Computed, not measured: the ion C3H8IN2O with charge +1 at a distorted geometry, with ωB97M-V/def2-TZVPD.

Its net charge is +1. The energy above the lowest of the compared OMol25 structures with the same formula, charge and spin is 8.0 kcal per mole. The SMILES is C[C@@](N)(I)C(=[NH2+])O. The HOMO-LUMO gap comes out at 9.29 eV. Its spin multiplicity is 1.

XYZ file:
```
15
C3H8IN2O (ωB97M-V/def2-TZVPD)
C -0.2135 1.0280 0.0693
C -0.2089 -1.3114 -0.8302
C 0.3861 -0.3706 0.1430
N 0.0161 1.8598 -0.9800
N 0.0258 -0.7424 1.4901
O -0.8552 1.3689 1.0519
I 2.6054 -0.3075 -0.1133
H 0.2948 -2.2193 -0.8747
H -1.2369 -1.4098 -0.7252
H -0.0751 -0.7632 -1.7794
H 0.6375 1.6514 -1.7695
H -0.5679 2.7509 -1.1213
H -0.2069 -1.6599 1.7804
H 0.5489 -0.2514 2.1164
H -1.1503 0.3766 1.5424
```

Computed, not measured: a cluster of 4 separate species, C2H12NO4 in total at a distorted geometry, with ωB97M-V/def2-TZVPD.

Its net charge is -1. The energy above the lowest of the compared OMol25 structures with the same formula, charge and spin is 30.1 kcal per mole. The HOMO-LUMO gap comes out at 9.07 eV. Its spin multiplicity is 1.

XYZ file:
```
19
C2H12NO4 (ωB97M-V/def2-TZVPD)
C 0.5378 1.0654 1.6760
N -0.0776 1.6446 0.4771
C 0.8290 1.8490 -0.6433
O 1.2367 0.6315 -1.3109
H 0.9212 2.0238 2.1404
H 1.4561 0.4782 1.5033
H -0.0384 0.4694 2.3713
H -0.8478 1.0173 0.2770
H 1.7487 2.2407 -0.2091
H 0.2437 2.4923 -1.2950
H 0.3448 -2.9855 -0.8348
H -0.8809 -2.1186 -1.3343
O -0.3191 -2.9749 -1.4849
H -2.4194 -1.1761 -0.9283
H 0.4410 0.0838 -1.2377
O -1.5758 -0.7752 -1.1306
H -0.9200 -0.8662 0.0160
H -0.0985 -1.9471 0.8583
O -0.5817 -1.1524 1.0895
```

Computed, not measured: a structure of composition C20H22Cl5HgIN2O6PS2, with ωB97M-V/def2-TZVPD.

Its net charge is -2. The energy above the lowest of the compared OMol25 structures with the same formula, charge and spin is 0.0 kcal per mole. Its expectation value of S² is 0.7551. The HOMO-LUMO gap (alpha / beta) comes out at 5.34 / 6.38 eV. Its spin multiplicity is 2.

XYZ file:
```
60
C20H22Cl5HgIN2O6PS2 (ωB97M-V/def2-TZVPD)
Hg 0.0550 -0.9638 1.6334
Cl 7.8675 4.5564 0.3886
C 6.1560 4.2795 0.4689
C 5.6298 3.2819 1.2930
Cl 6.7125 2.3112 2.2387
C 4.2701 3.0558 1.3633
Cl 3.6151 1.8361 2.4061
C 3.3077 3.8154 0.6055
O 2.0839 3.6156 0.6673
C 3.9058 4.8283 -0.2229
Cl 2.8082 5.7804 -1.1641
C 5.2687 5.0484 -0.2823
Cl 5.9009 6.2986 -1.3084
O -2.9086 -1.6409 -0.5476
S -2.3170 -2.6279 0.3579
O -3.1533 -3.7872 0.6260
O -1.9752 -1.9509 1.6773
O -0.9924 -3.0751 -0.2171
I 0.6164 -8.8363 2.6563
C 0.6905 -6.8846 1.9767
C -0.3068 -6.1858 1.3273
N 0.1784 -4.9670 1.0823
N 1.4295 -4.8172 1.5430
C 1.7561 -5.9844 2.0878
H -1.3092 -6.4556 1.0426
H -0.3144 -4.1548 0.5459
H 2.7196 -6.1343 2.5470
C 3.2008 -1.8180 0.2048
P 1.6844 -1.0336 -0.4340
C 2.2975 0.5361 -1.0940
C 1.2611 -2.0215 -1.8951
H 3.9507 -1.9195 -0.5827
H 2.9399 -2.8033 0.5967
H 3.6015 -1.1971 1.0071
H 3.1820 0.3646 -1.7129
H 2.5404 1.2036 -0.2678
H 1.5145 0.9970 -1.7003
H 2.0808 -1.9872 -2.6207
H 0.3458 -1.6202 -2.3294
H 1.0676 -3.0431 -1.5801
C -7.3966 1.7019 -0.8313
C -5.8988 1.5718 -0.7414
C -5.2366 1.7538 0.4674
C -3.8621 1.5910 0.5571
C -3.1408 1.2563 -0.5747
C -3.7805 1.0565 -1.7851
C -5.1522 1.2235 -1.8632
S -1.3736 0.9630 -0.5042
C -0.8816 2.6445 -0.0817
O -0.9089 0.7495 -1.9056
H -7.8071 2.1572 0.0703
H -7.8630 0.7221 -0.9553
H -7.6901 2.3158 -1.6850
H -5.8052 2.0081 1.3549
H -3.3660 1.6999 1.5138
H -3.1916 0.7456 -2.6369
H -5.6579 1.0549 -2.8080
H -1.2022 3.3004 -0.8892
H 0.1981 2.6569 0.0518
H -1.3451 2.9280 0.8625
```